No. 1
36
Properties=species:S:1:pos:R:3:mulliken_charge:R:1 method="wB97M-V/def2-TZVPD" smiles=O.O.O.O.O.O.O.O.O.O.O.O charge=0 fmax_ha_per_bohr=0.10826 homo_ev=-10.287 mol_weight_g_mol=216.18
O 0.116 0.341 0.853 -0.553
H -0.202 1.228 0.518 0.327
H -0.671 -0.098 0.776 0.255
O 2.752 0.851 -1.674 -0.611
H 1.725 0.699 -1.586 0.284
H 2.856 0.431 -2.564 0.252
O 2.599 -0.417 3.175 -0.648
H 1.699 -0.662 3.022 0.301
H 3.055 -0.304 2.299 0.331
O 1.638 2.644 0.501 -0.511
H 2.412 2.302 0.064 0.337
H 1.881 3.236 1.123 0.234
O -3.013 3.974 -0.632 -0.596
H -2.330 3.609 -0.155 0.376
H -3.698 3.320 -0.753 0.325
O -4.673 -1.011 0.344 -0.570
H -5.036 -0.840 1.189 0.329
H -3.728 -0.916 0.596 0.198
O -2.301 1.158 0.529 -0.482
H -2.921 1.212 1.237 0.298
H -2.562 1.885 -0.157 0.080
O 3.854 -1.761 -0.859 -0.540
H 4.453 -2.472 -0.676 0.270
H 2.929 -2.117 -0.745 0.336
O -2.622 -0.956 -1.907 -0.536
H -2.822 -0.759 -2.789 0.246
H -2.380 -1.928 -1.828 0.319
O -2.163 -2.639 1.711 -0.595
H -2.420 -1.881 2.151 0.276
H -2.909 -3.072 1.236 0.331
O 0.625 -3.108 -1.226 -0.645
H 0.040 -2.281 -1.271 0.315
H 1.324 -3.072 -1.876 0.301
O 4.051 1.252 0.166 -0.658
H 4.585 0.501 -0.072 0.254
H 3.855 1.650 -0.717 0.369


No. 2
36
Properties=species:S:1:pos:R:3:mulliken_charge:R:1 method="wB97M-V/def2-TZVPD" smiles=O.O.O.O.O.O.O.O.O.O.O.O charge=0 fmax_ha_per_bohr=0.04342 homo_ev=-10.550 mol_weight_g_mol=216.18
O -4.867 4.570 1.888 -0.513
H -4.948 3.983 2.628 0.280
H -4.700 3.979 1.186 0.230
O -1.524 4.336 1.347 -0.630
H -1.216 4.204 0.432 0.300
H -2.091 5.128 1.253 0.359
O -2.279 8.728 2.264 -0.649
H -1.727 8.391 1.496 0.288
H -2.871 7.972 2.456 0.262
O -7.245 9.709 3.021 -0.583
H -7.494 10.351 3.655 0.280
H -6.324 9.569 3.232 0.420
O -3.310 6.058 -0.328 -0.512
H -3.147 5.439 -1.016 0.245
H -2.664 6.753 -0.458 0.286
O -7.924 6.569 1.990 -0.675
H -8.097 7.116 1.226 0.324
H -7.170 6.814 2.543 0.355
O -2.045 6.119 4.796 -0.697
H -1.260 6.505 4.472 0.347
H -2.662 6.348 4.051 0.518
O -5.229 8.087 0.905 -0.609
H -4.595 8.790 0.928 0.313
H -4.855 7.315 1.394 0.264
O -6.337 6.711 4.431 -0.620
H -6.587 5.801 4.528 0.250
H -5.784 6.868 5.210 0.299
O -4.783 9.321 3.882 -0.773
H -5.409 8.903 4.487 0.312
H -4.846 10.272 4.035 0.290
O -3.932 6.736 2.913 -0.397
H -4.083 5.896 2.488 0.199
H -4.718 7.074 3.291 0.139
O -3.026 8.624 5.789 -0.674
H -3.488 9.100 5.111 0.436
H -3.029 7.683 5.537 0.339


No. 3
36
Properties=species:S:1:pos:R:3:mulliken_charge:R:1 method="wB97M-V/def2-TZVPD" smiles=O.O.O.O.O.O.O.O.O.O.O.O charge=0 fmax_ha_per_bohr=0.18340 homo_ev=-10.150 mol_weight_g_mol=216.18
O -1.278 -1.032 -1.238 -0.555
H -1.497 -0.943 -0.398 0.406
H -1.974 -0.945 -1.840 0.251
O 0.410 -1.951 2.966 -0.652
H 0.336 -1.358 2.164 0.413
H 0.871 -1.239 3.610 0.320
O 2.750 -1.503 -0.881 -0.658
H 2.664 -1.522 -1.824 0.257
H 2.967 -0.555 -0.565 0.313
O -1.759 -2.595 0.836 -0.613
H -0.815 -2.838 0.526 0.400
H -2.455 -3.198 0.605 0.267
O 0.098 -0.153 0.757 -0.301
H 0.455 0.599 0.230 0.176
H 0.494 -0.887 0.430 0.233
O 0.928 -0.134 -2.869 -0.528
H 0.036 0.085 -2.670 0.256
H 1.426 0.563 -3.361 0.278
O -2.909 -0.039 0.128 -0.883
H -2.527 -0.189 1.142 0.401
H -3.276 -0.827 -0.146 0.331
O -0.746 3.379 1.762 -0.677
H -1.070 2.774 0.965 0.426
H -1.547 3.521 2.204 0.284
O 0.857 -2.906 0.603 -0.576
H 1.726 -2.672 0.331 0.206
H 0.973 -3.701 1.123 0.279
O -1.478 2.138 -0.540 -0.636
H -2.259 2.677 -1.007 0.262
H -1.775 1.352 0.009 0.342
O 1.153 3.145 -1.297 -0.669
H 0.286 2.972 -1.125 0.330
H 1.524 3.420 -2.296 0.315
O 2.558 1.220 0.365 -0.471
H 2.199 1.931 0.074 0.221
H 2.662 1.408 1.224 0.251